Record 1
A molecular structure, C51H61AsN3O2S4SbV. Source: OMol25; level of theory: ωB97M-V with the def2-TZVPD basis set.

```
124
Properties=species:S:1:pos:R:3:lowdin_charge:R:1
V 0.8077 0.1631 -0.6030 0.7113
C 3.6690 -3.4019 4.5216 -0.0516
C 3.4797 -4.3568 3.3348 -0.5562
C 2.3522 -5.3448 3.6608 -0.0446
C 4.7756 -5.1469 3.1534 -0.0706
C 3.1069 -3.5529 2.0881 -0.1652
C 1.9905 -2.7239 2.1382 0.0265
C 1.6531 -1.9816 1.0160 -0.1720
N 0.6249 -1.0604 0.8355 -0.0122
C -0.3992 -0.7943 1.7556 -0.1787
C -0.9109 -1.6480 2.7180 0.0376
C -1.8526 -1.1474 3.6116 -0.1624
C -2.2218 0.1932 3.5099 0.0126
C -1.7352 1.0736 2.5372 -0.0805
C -0.8593 0.5125 1.6114 -0.2289
O -0.3050 1.1287 0.5270 -0.2153
C -2.1729 2.5359 2.5109 -0.5272
C -2.8001 2.9631 3.8419 -0.0703
C -3.2131 2.7189 1.4010 -0.0415
C -0.9735 3.4645 2.2713 -0.0423
C -2.4571 -2.0078 4.7211 -0.5566
C -2.1462 -1.3805 6.0867 -0.0493
C -3.9772 -2.0903 4.5371 -0.0470
C -1.8928 -3.4290 4.7123 -0.0681
C 2.5041 -1.9686 -0.0921 -0.2255
O 2.1910 -0.9669 -0.9404 -0.1983
C 3.5875 -2.8322 -0.2191 -0.0761
C 3.8465 -3.6228 0.9050 0.0258
C 4.4032 -2.9472 -1.5032 -0.5281
C 5.6096 -3.8694 -1.3264 -0.0728
C 3.4916 -3.5441 -2.5830 -0.0487
C 4.9253 -1.5792 -1.9642 -0.0355
H 3.9779 -3.9590 5.4083 0.0796
H 4.4348 -2.6576 4.2986 0.0890
H 2.7484 -2.8713 4.7637 0.0727
H 2.5770 -5.8954 4.5773 0.0821
H 1.4026 -4.8291 3.8012 0.0668
H 2.2238 -6.0633 2.8507 0.0904
H 5.0292 -5.6481 4.0895 0.0811
H 4.6783 -5.9124 2.3834 0.0852
H 5.6078 -4.4971 2.8830 0.0863
H 1.3970 -2.6510 3.0377 0.0926
H -0.6074 -2.6818 2.7293 0.0987
H -2.9281 0.5785 4.2297 0.0919
H -3.7784 2.5092 4.0049 0.0799
H -2.1579 2.7157 4.6880 0.0875
H -2.9446 4.0447 3.8307 0.0836
H -4.0615 2.0496 1.5535 0.0940
H -3.5814 3.7471 1.3891 0.0897
H -2.7898 2.4910 0.4233 0.0184
H -0.2995 3.4481 3.1302 0.0897
H -0.3967 3.1855 1.3954 0.0553
H -1.3305 4.4881 2.1401 0.0864
H -2.5864 -0.3894 6.1846 0.0745
H -2.5440 -2.0065 6.8878 0.0808
H -1.0692 -1.2831 6.2287 0.0885
H -4.4335 -1.1015 4.5472 0.0764
H -4.2251 -2.5603 3.5853 0.0907
H -4.4253 -2.6797 5.3394 0.0811
H -0.8148 -3.4345 4.8808 0.0772
H -2.3579 -4.0100 5.5104 0.0835
H -2.0928 -3.9398 3.7705 0.0880
H 4.6756 -4.3077 0.8538 0.0800
H 5.3130 -4.8923 -1.0907 0.0799
H 6.1616 -3.8971 -2.2663 0.0859
H 6.2882 -3.5157 -0.5475 0.0840
H 3.1907 -4.5554 -2.3011 0.0901
H 2.5938 -2.9447 -2.7238 0.0269
H 4.0036 -3.5750 -3.5443 0.0630
H 5.6162 -1.1639 -1.2252 0.0852
H 5.4490 -1.6929 -2.9140 0.0838
H 4.1206 -0.8687 -2.1311 0.0699
S 0.7064 1.1544 -5.1400 -0.2149
Sb 0.9384 -1.0481 -5.7948 0.1776
S -0.0910 -2.0717 -3.1601 -0.0311
S -0.3688 -0.2863 -2.3599 0.1303
S 3.1474 -1.5548 -5.8681 -0.3821
N 2.7109 1.7249 1.3660 0.1699
C 3.0199 2.0317 0.0703 -0.3515
C 4.2183 2.6735 -0.2635 -0.0156
C 4.4627 2.9824 -1.5809 -0.0520
C 3.5211 2.6806 -2.5597 -0.0396
C 2.3604 2.0611 -2.1659 -0.1149
N 2.1200 1.7296 -0.8758 0.0175
H 3.4814 1.5928 1.9989 0.1063
H 1.9031 1.1439 1.5445 0.0779
H 4.9341 2.8990 0.5151 0.1092
H 5.3931 3.4658 -1.8484 0.1096
H 3.6707 2.8852 -3.6081 0.1141
H 1.6066 1.7906 -2.8999 -0.0050
C -6.6203 4.8673 -3.1339 -0.1112
C -6.6716 3.5607 -3.5956 -0.0998
C -5.5803 2.7191 -3.4352 -0.1138
C -4.4174 3.1715 -2.8185 -0.3652
C -4.3784 4.4824 -2.3528 -0.1123
C -5.4687 5.3250 -2.5112 -0.1005
As -2.9384 1.9194 -2.4377 1.3305
C -3.1395 0.7875 -4.0081 -0.4476
C -3.4891 -0.5315 -3.7374 -0.1765
C -3.5991 -1.4602 -4.7622 -0.1006
C -3.3419 -1.0790 -6.0679 -0.0969
C -3.0005 0.2366 -6.3482 -0.0950
C -2.9106 1.1668 -5.3266 -0.1271
C -1.4713 3.1838 -2.7313 -0.3900
C -0.8868 3.5943 -3.9237 -0.1628
C 0.0917 4.5783 -3.9203 -0.0913
C 0.4926 5.1735 -2.7336 -0.1008
C -0.0765 4.7680 -1.5366 -0.0946
C -1.0422 3.7710 -1.5411 -0.1602
H -7.4704 5.5251 -3.2616 0.0929
H -7.5641 3.1918 -4.0857 0.0966
H -5.6348 1.7016 -3.8064 0.0949
H -3.4836 4.8613 -1.8701 0.0904
H -5.4163 6.3438 -2.1476 0.0961
H -3.6400 -0.8473 -2.7098 0.0903
H -3.8498 -2.4873 -4.5316 0.1007
H -3.3897 -1.8083 -6.8662 0.0994
H -2.7834 0.5387 -7.3646 0.1040
H -2.6700 2.1905 -5.5727 0.0887
H -1.1454 3.1287 -4.8604 0.0292
H 0.5565 4.8606 -4.8554 0.1041
H 1.2638 5.9337 -2.7409 0.0972
H 0.2390 5.2095 -0.5982 0.0985
H -1.4643 3.4385 -0.6035 0.0483
```

Values from the calculation:
HOMO energy (spin up / spin down) = -0.143 / -0.143 Ha
lowest unoccupied orbital energy (spin up / spin down) = 1.1 / 1.1 eV
Kohn-Sham gap (spin up / spin down) = 0.1834 / 0.1837 Ha
relative energy (zero: lowest compared OMol25 entry of this formula, charge and spin) = 3.1 kcal/mol
total charge = -1

Record 2
A molecular structure, C51H63BN13SSr. Source: OMol25; level of theory: ωB97M-V with the def2-TZVPD basis set.

```
130
Properties=species:S:1:pos:R:3:lowdin_charge:R:1
Sr 0.4308 -0.1831 0.7994 1.3807
C -2.7558 -3.5613 1.7397 -0.0502
C -3.8281 -2.9896 2.3981 -0.0316
C -3.8256 -1.6230 2.6344 0.0100
C -2.7425 -0.8660 2.2065 -0.2540
N -1.7291 -1.4144 1.5295 -0.0110
C -1.7400 -2.7220 1.3049 -0.1580
C -2.5777 0.5639 2.6087 -0.2623
C -3.6400 1.3127 3.1039 -0.0089
C -3.3794 2.5792 3.5940 -0.0258
C -2.0768 3.0458 3.6133 0.0114
C -1.0715 2.2421 3.0849 -0.2012
N -1.3368 1.0468 2.5556 0.0918
C 0.3749 2.6209 3.1467 -0.2298
C 0.7996 3.8528 3.6342 -0.0042
C 2.1596 4.0976 3.7336 -0.0483
C 3.0497 3.1140 3.3404 -0.0310
C 2.5389 1.9234 2.8449 -0.1131
N 1.2357 1.6784 2.7503 0.0665
H -2.7035 -4.6239 1.5515 0.1139
H -4.6518 -3.5986 2.7463 0.1179
H -4.6350 -1.1697 3.1863 0.1108
H -0.8880 -3.1330 0.7698 0.1202
H -4.6465 0.9234 3.0978 0.1126
H -4.1814 3.1911 3.9852 0.1180
H -1.8533 4.0093 4.0444 0.1075
H 0.0904 4.6091 3.9340 0.1067
H 2.5173 5.0460 4.1119 0.1173
H 4.1187 3.2601 3.4038 0.1147
H 3.1991 1.1329 2.5086 0.0998
C 5.4907 0.7534 -1.7884 -0.0147
C 4.1660 1.2535 -1.3180 -0.2575
C 3.5409 2.4404 -1.6358 0.0340
C 2.3134 2.4036 -0.9666 -0.2505
N 2.1992 1.2666 -0.2843 -0.0063
N 3.3476 0.5606 -0.4975 0.0192
B 3.5701 -0.8890 -0.0126 -0.5313
N 2.6259 -1.8422 -0.8092 0.0067
N 1.4998 -1.3851 -1.4218 0.0386
C 1.2014 -2.2534 -2.3809 -0.2579
C 2.1146 -3.3201 -2.3596 0.0367
C 3.0025 -3.0247 -1.3405 -0.2692
C 4.1950 -3.7717 -0.8545 -0.0123
C 0.1332 -1.8939 -3.3879 -0.5374
C 0.8364 -1.1899 -4.5607 -0.0350
C -0.8865 -0.9306 -2.7807 -0.0860
C -0.5644 -3.1524 -3.9010 -0.0402
N 3.4547 -1.0940 1.5255 0.0044
N 2.2786 -1.2667 2.2139 0.0060
C 2.6143 -1.5467 3.4712 -0.2665
C 4.0061 -1.5592 3.6123 0.0267
C 4.5030 -1.2799 2.3584 -0.2779
C 5.9304 -1.1613 1.9408 -0.0122
C 1.6238 -1.7983 4.5850 -0.5425
C 1.8464 -3.2159 5.1286 -0.0354
C 0.1924 -1.6683 4.0931 -0.0577
C 1.8663 -0.7784 5.7049 -0.0324
C 1.2199 3.4531 -0.9723 -0.5247
C 0.9870 3.9151 -2.4169 -0.0371
C 1.6474 4.6421 -0.1034 -0.0212
C -0.0849 2.8766 -0.4340 -0.0839
H 5.9400 1.4920 -2.4501 0.0839
H 5.3886 -0.1824 -2.3380 0.0873
H 6.1782 0.5754 -0.9612 0.0755
H 3.9261 3.2157 -2.2755 0.1132
H 4.6967 -1.1583 -0.2823 0.1030
H 2.1364 -4.1848 -3.0013 0.1102
H 4.2032 -4.7763 -1.2735 0.0843
H 4.1930 -3.8547 0.2334 0.0863
H 5.1213 -3.2731 -1.1460 0.0821
H 1.3007 -0.2621 -4.2218 0.0842
H 0.1134 -0.9529 -5.3456 0.0802
H 1.6130 -1.8235 -4.9919 0.0873
H -0.4356 0.0368 -2.5544 0.0546
H -1.3399 -1.3289 -1.8691 0.0439
H -1.7008 -0.7537 -3.4874 0.0824
H 0.1402 -3.8166 -4.4052 0.0833
H -1.3444 -2.8895 -4.6180 0.0895
H -1.0268 -3.7092 -3.0832 0.0563
H 4.5813 -1.7573 4.5009 0.1176
H 6.5659 -1.2160 2.8231 0.0854
H 6.1279 -0.2167 1.4343 0.0782
H 6.2164 -1.9650 1.2613 0.0834
H 1.6567 -3.9628 4.3557 0.0906
H 1.1737 -3.4077 5.9670 0.0885
H 2.8703 -3.3472 5.4794 0.0825
H -0.0410 -2.4451 3.3651 0.0711
H 0.0156 -0.6897 3.6459 0.0430
H -0.5033 -1.7789 4.9290 0.1010
H 2.8789 -0.8529 6.1025 0.0838
H 1.1675 -0.9540 6.5255 0.0885
H 1.7198 0.2410 5.3407 0.0772
H 1.8836 4.3634 -2.8437 0.0830
H 0.1898 4.6623 -2.4472 0.0903
H 0.6948 3.0688 -3.0432 0.0698
H 2.5336 5.1268 -0.5160 0.0905
H 1.8843 4.3140 0.9107 0.0664
H 0.8470 5.3837 -0.0478 0.0900
H -0.4276 2.0302 -1.0362 0.0342
H -0.8836 3.6216 -0.4761 0.0960
H 0.0119 2.5908 0.6183 0.0396
C -5.6246 4.5721 -3.0943 -0.0013
C -4.4406 3.6672 -3.1352 -0.2627
C -3.5557 3.5640 -4.1709 0.0350
C -2.4776 2.6588 -4.0278 -0.2857
N -2.2926 1.9193 -2.9551 0.1163
C -3.1803 1.9856 -1.9435 -0.7929
S -3.1044 1.0251 -0.5749 0.7024
N -4.2216 2.8803 -2.0571 0.0992
C -1.4801 2.4934 -5.1296 -0.0003
H -5.7337 5.0954 -4.0402 0.0899
H -5.5109 5.3109 -2.2994 0.0978
H -6.5361 4.0044 -2.9022 0.0966
H -3.6799 4.1553 -5.0646 0.1217
H -4.8564 2.9026 -1.2726 0.1345
H -1.7540 3.0570 -6.0183 0.0833
H -1.3919 1.4361 -5.3782 0.0855
H -0.4984 2.8274 -4.7850 0.0734
N -7.4060 -5.7549 -3.2528 0.1765
C -6.5139 -5.1561 -2.8469 -0.1686
C -5.4009 -4.4070 -2.3307 -0.2198
C -5.5486 -3.0633 -2.0063 0.0005
C -4.4443 -2.3860 -1.5120 -0.1217
N -3.2568 -2.9539 -1.3281 0.0822
C -3.1337 -4.2422 -1.6366 -0.1491
C -4.1647 -5.0169 -2.1441 0.0028
H -6.4956 -2.5597 -2.1376 0.1209
H -4.5123 -1.3328 -1.2588 0.0601
H -2.1619 -4.6942 -1.4613 0.1092
H -4.0124 -6.0592 -2.3838 0.1236
```

Values from the calculation:
HOMO energy = -0.383 Ha
lowest unoccupied orbital energy = -2.5 eV
Kohn-Sham gap = 0.2923 Ha
total charge = +1

Record 3
A molecular structure, C51H63GeINO8PS2Si3Ti in a non-equilibrium geometry. Source: OMol25; level of theory: ωB97M-V with the def2-TZVPD basis set.

```
132
Properties=species:S:1:pos:R:3:lowdin_charge:R:1
Ti 0.1354 0.7737 0.0863 0.9656
C -1.3014 -1.3408 2.4966 -0.1373
O -0.1614 -0.7933 1.8332 -0.3645
Si 1.3375 -0.5209 2.5427 0.3109
C 1.9174 -2.1362 3.2895 -0.1524
C 1.0532 0.5650 4.0477 -0.1426
C 2.2194 0.1539 1.0778 -0.4418
Si 3.3614 1.5526 1.5754 0.4082
C 4.2146 1.0867 3.2148 -0.1803
C 4.8614 1.8280 0.4772 -0.1759
C 2.7549 3.2954 1.8959 -0.1730
Si 3.0792 -1.1716 0.0942 0.3913
C 4.6107 -1.7598 1.0656 -0.1874
C 2.1323 -2.7453 -0.2134 -0.1847
C 3.7878 -0.6411 -1.5555 -0.1533
H -1.1350 -2.3948 2.7126 0.0761
H -2.1569 -1.2537 1.8389 0.0478
H -1.5005 -0.7918 3.4217 0.0789
H 1.1673 -2.4993 4.0031 0.0367
H 2.8568 -1.9844 3.8349 0.0294
H 2.0811 -2.9162 2.5420 0.0210
H -0.0067 0.5273 4.3228 0.0328
H 1.2976 1.6156 3.8677 0.0176
H 1.6385 0.2200 4.9035 0.0347
H 4.5155 0.0312 3.2132 0.0152
H 3.5712 1.2455 4.0864 0.0104
H 5.1175 1.6955 3.3511 0.0270
H 5.4719 0.9264 0.3748 0.0162
H 5.4773 2.6000 0.9550 0.0357
H 4.6087 2.1832 -0.5216 -0.0013
H 1.9999 3.3515 2.6811 0.0102
H 3.6188 3.8990 2.1992 0.0383
H 2.3169 3.7490 1.0035 -0.0035
H 4.3409 -2.0884 2.0758 0.0071
H 5.3646 -0.9723 1.1705 0.0070
H 5.0776 -2.6080 0.5481 0.0250
H 1.3704 -2.9398 0.5446 -0.0168
H 2.8213 -3.5960 -0.2390 0.0378
H 1.6046 -2.6860 -1.1667 0.0007
H 4.2820 0.3292 -1.5149 -0.0024
H 3.0006 -0.6035 -2.3150 0.0139
H 4.5251 -1.3886 -1.8726 0.0394
O -0.5459 3.6195 2.7287 0.0812
N -0.7419 2.5121 2.2877 -0.4686
O -1.7411 1.8536 2.5024 0.0759
O 0.2328 1.9759 1.5565 -0.2928
S -4.7148 -3.5200 -0.4427 0.1238
P -2.8426 -4.1529 -0.7213 0.0248
S -1.3296 -2.9474 -0.3345 0.3887
C -2.6702 -4.7642 -2.4558 -0.3705
C -3.7943 -5.1060 -3.2068 -0.1250
C -3.6699 -5.4457 -4.5506 -0.1067
C -2.4207 -5.4359 -5.1577 -0.1161
C -1.2970 -5.0902 -4.4178 -0.0909
C -1.4191 -4.7529 -3.0734 -0.1035
C -2.6403 -5.7223 0.2402 -0.3614
C -1.5524 -5.9140 1.0850 -0.1060
C -1.4628 -7.0614 1.8729 -0.1015
C -2.4613 -8.0236 1.8219 -0.1214
C -3.5530 -7.8379 0.9796 -0.1073
C -3.6427 -6.6928 0.1998 -0.1140
H -4.7689 -5.0631 -2.7328 0.0549
H -4.5544 -5.6954 -5.1265 0.0894
H -2.3252 -5.6789 -6.2102 0.0881
H -0.3217 -5.0522 -4.8896 0.0970
H -0.5532 -4.4260 -2.5077 0.0710
H -0.7860 -5.1469 1.1207 0.0586
H -0.6139 -7.1942 2.5347 0.0923
H -2.3980 -8.9095 2.4444 0.0871
H -4.3451 -8.5782 0.9440 0.0901
H -4.5105 -6.5245 -0.4292 0.0816
C -2.9516 2.5400 -6.4794 -0.0604
C -2.1517 1.6589 -5.5528 -0.2823
C -0.7815 1.5299 -5.6820 -0.0270
C -0.0304 0.7571 -4.7992 -0.2192
C 1.4567 0.6617 -5.0382 -0.0258
C -0.6721 0.1097 -3.7408 -0.0527
C -2.0749 0.1274 -3.6649 -0.1744
C -2.8343 -0.7711 -2.7276 -0.0286
C -2.7830 0.9260 -4.5548 -0.0126
C 0.1823 -0.6549 -2.7424 -0.5113
O 0.6750 -1.7124 -3.0304 0.0908
O 0.4090 -0.0325 -1.5750 -0.2061
H -2.3043 3.0561 -7.1890 0.0661
H -3.5021 3.2935 -5.9116 0.0727
H -3.6833 1.9558 -7.0417 0.0728
H -0.2688 2.0455 -6.4896 0.1119
H 1.6571 0.5993 -6.1097 0.0783
H 1.8876 -0.2169 -4.5616 0.0696
H 1.9574 1.5502 -4.6541 0.0649
H -2.7363 -1.8073 -3.0572 0.0829
H -3.8956 -0.5209 -2.7146 0.0835
H -2.4533 -0.7455 -1.7104 0.0242
H -3.8660 0.9583 -4.4736 0.1161
Ge 0.8073 2.9726 -1.3414 1.0002
C 2.5933 3.6995 -1.8883 -0.3296
C 3.0351 4.9964 -1.6143 -0.1137
C 4.2999 5.4306 -2.0056 -0.1068
C 5.1561 4.5717 -2.6830 -0.1199
C 4.7355 3.2783 -2.9727 -0.1082
C 3.4745 2.8529 -2.5689 -0.1641
C -0.3296 4.5956 -1.4560 -0.3330
C -1.2588 4.6709 -2.4999 -0.1204
C -2.1311 5.7479 -2.6127 -0.1039
C -2.0932 6.7814 -1.6799 -0.1236
C -1.1797 6.7228 -0.6359 -0.1099
C -0.3161 5.6362 -0.5244 -0.1223
H 0.4599 2.4875 -2.7752 -0.0108
H 2.3749 5.6866 -1.0969 0.0830
H 4.6207 6.4413 -1.7748 0.0890
H 6.1438 4.9069 -2.9820 0.0867
H 5.3988 2.5941 -3.4912 0.0982
H 3.1685 1.8341 -2.7738 0.0696
H -1.3071 3.8643 -3.2255 0.0819
H -2.8502 5.7765 -3.4242 0.0886
H -2.7745 7.6206 -1.7646 0.0850
H -1.1505 7.5175 0.1018 0.0900
H 0.3657 5.5935 0.3214 0.0947
I -8.4346 1.6287 1.4831 0.7993
C -6.4096 1.5455 0.9561 -0.7306
C -5.8081 0.3104 0.7854 -0.1318
C -4.4557 0.2688 0.4566 0.0025
C -3.7513 1.4488 0.2874 -0.1175
C -4.3674 2.6766 0.4495 0.0009
C -5.7106 2.7347 0.7960 -0.1492
C -2.2966 1.3933 -0.0395 -0.5529
O -1.6670 2.3828 -0.4187 -0.0173
O -1.6854 0.2653 0.0347 -0.1606
H -6.3631 -0.6110 0.9047 0.0908
H -3.9623 -0.6913 0.3144 0.0816
H -3.7810 3.5790 0.3164 0.1286
H -6.2004 3.6872 0.9459 0.0860
```

Values from the calculation:
HOMO energy = -0.108 Ha
lowest unoccupied orbital energy = 3.2 eV
Kohn-Sham gap = 0.2260 Ha
relative energy (zero: lowest compared OMol25 entry of this formula, charge and spin) = 26.1 kcal/mol
total charge = -2